(1)
Computed, not measured: a cluster of 13 separate species, C52H78O39 in total in a non-equilibrium geometry, with ωB97M-V with the def2-TZVPD basis set.

ORCA input file:
```
! wB97M-V def2-TZVPD RIJCOSX def2/J DEFGRID3
* xyz 0 1
C -16.017 2.839 9.095
C -16.580 1.431 8.732
C -16.216 0.328 9.678
O -17.305 0.126 10.535
C -18.381 0.472 9.734
O -19.499 0.145 10.104
O -17.955 1.224 8.708
H -14.928 2.866 9.055
H -16.081 3.150 10.138
H -16.404 3.511 8.330
H -16.222 1.217 7.725
H -15.323 0.542 10.264
H -16.048 -0.538 9.037
C -11.301 6.050 21.997
C -10.742 7.077 21.055
C -10.889 8.500 21.575
O -9.528 8.852 21.643
C -8.735 7.806 21.468
O -7.550 7.864 21.738
O -9.405 6.817 20.984
H -12.391 6.017 22.007
H -11.275 6.172 23.080
H -11.120 5.015 21.705
H -11.043 7.005 20.010
H -11.378 8.580 22.546
H -11.466 9.057 20.837
C -21.406 6.794 3.666
C -21.103 7.846 4.807
C -21.138 7.266 6.183
O -19.996 7.664 6.806
C -19.140 8.094 5.913
O -18.015 8.445 6.197
O -19.687 7.954 4.730
H -22.456 6.500 3.654
H -20.806 5.933 3.963
H -21.146 7.143 2.667
H -21.475 8.870 4.798
H -21.263 6.191 6.055
H -21.994 7.672 6.722
C -22.211 5.902 12.229
C -22.776 6.542 13.549
C -24.268 6.918 13.350
O -25.006 5.835 13.836
C -24.218 5.150 14.693
O -24.566 4.119 15.296
O -22.863 5.693 14.631
H -21.216 5.537 12.485
H -22.173 6.745 11.539
H -22.812 5.068 11.867
H -22.082 7.361 13.735
H -24.589 6.878 12.309
H -24.478 7.903 13.768
C -19.328 12.077 17.076
C -19.485 13.521 17.554
C -18.924 14.632 16.549
O -19.840 15.663 16.561
C -20.858 15.368 17.411
O -21.724 16.148 17.625
O -20.739 14.077 17.793
H -19.696 11.305 17.752
H -18.264 11.888 16.932
H -19.691 11.768 16.096
H -18.974 13.541 18.517
H -18.802 14.305 15.516
H -17.961 14.955 16.945
C -6.111 5.470 15.343
C -5.054 6.363 15.933
C -3.600 6.010 15.615
O -3.021 7.182 15.027
C -3.893 8.193 14.886
O -3.675 9.259 14.335
O -5.120 7.724 15.209
H -6.255 5.570 14.267
H -7.062 5.828 15.737
H -6.094 4.411 15.602
H -5.144 6.549 17.003
H -3.476 5.157 14.947
H -3.092 5.763 16.547
C -16.305 3.501 17.650
C -15.865 2.125 18.164
C -15.675 1.048 17.083
O -14.472 0.417 17.420
C -13.883 1.220 18.347
O -12.817 1.012 18.964
O -14.635 2.198 18.704
H -16.560 4.310 18.335
H -17.069 3.554 16.874
H -15.492 3.994 17.118
H -16.529 1.625 18.870
H -15.506 1.432 16.077
H -16.507 0.396 16.819
C -11.208 14.394 18.309
C -12.833 14.214 18.151
C -13.134 12.672 17.856
O -14.025 12.442 18.899
C -14.253 13.442 19.745
O -14.966 13.451 20.792
O -13.401 14.388 19.486
H -11.096 15.272 18.945
H -10.624 14.352 17.390
H -10.896 13.446 18.748
H -13.376 14.925 17.529
H -12.187 12.131 17.844
H -13.565 12.796 16.863
C -16.219 8.656 11.579
C -14.752 8.355 11.683
C -13.931 9.714 11.853
O -13.171 9.369 12.987
C -13.463 8.135 13.533
O -12.997 7.745 14.603
O -14.394 7.594 12.865
H -16.668 8.747 12.568
H -16.728 7.734 11.297
H -16.445 9.464 10.883
H -14.419 7.934 10.734
H -14.631 10.512 12.100
H -13.413 10.027 10.946
C -20.558 14.036 7.030
C -20.596 13.301 8.397
C -21.195 14.168 9.579
O -22.299 13.472 10.028
C -22.412 12.318 9.325
O -23.252 11.431 9.442
O -21.604 12.324 8.300
H -20.414 13.370 6.179
H -19.729 14.743 7.002
H -21.435 14.666 6.882
H -19.670 12.756 8.581
H -21.464 15.161 9.219
H -20.473 14.340 10.377
C -12.523 17.157 5.739
C -13.318 15.772 5.528
C -12.457 14.565 6.050
O -13.237 13.796 6.897
C -14.288 14.528 7.227
O -15.058 14.273 8.081
O -14.320 15.673 6.480
H -11.656 17.128 6.399
H -13.254 17.919 6.009
H -12.054 17.550 4.836
H -13.708 15.524 4.540
H -11.579 14.916 6.593
H -12.104 13.949 5.223
C -9.201 6.713 9.486
C -9.589 5.616 8.626
C -9.707 5.982 7.113
O -9.174 4.883 6.454
C -8.480 4.157 7.219
O -7.898 3.121 6.920
O -8.471 4.733 8.541
H -9.134 6.452 10.542
H -9.990 7.452 9.349
H -8.373 7.177 8.951
H -10.373 4.999 9.066
H -9.182 6.893 6.826
H -10.790 6.078 7.036
C -18.166 19.415 12.203
C -17.146 18.574 11.422
C -15.760 19.266 11.364
O -15.005 18.280 12.048
C -15.738 17.178 12.442
O -15.420 16.111 13.015
O -17.048 17.456 12.226
H -18.033 19.596 13.269
H -19.243 19.257 12.263
H -18.151 20.390 11.716
H -17.517 18.323 10.429
H -15.743 20.180 11.957
H -15.426 19.469 10.347
*
```

Values from the calculation:
* energy relative to the best compared isomer or geometry (same formula, charge and spin): 1195.8 kJ/mol
* HOMO: -0.390 Eh
* total energy: -135034.8313 eV
* gap between HOMO and LUMO: 10.128 eV

=====

(2)
Computed, not measured: a structure of composition C29H29AuF3N6OSbSi, with ωB97M-V with the def2-TZVPD basis set.

ORCA input file:
```
! wB97M-V def2-TZVPD RIJCOSX def2/J DEFGRID3
* xyz 2 1
Au -1.283 -0.069 -0.433
N -1.939 1.857 2.368
C -2.346 0.614 2.589
N -2.840 0.289 3.775
C -3.210 -0.980 3.934
N -3.713 -1.354 5.102
N -3.098 -1.953 2.979
C -2.593 -1.541 1.856
N -2.199 -0.291 1.581
C -2.393 -2.521 0.752
C -2.878 -3.809 0.840
C -2.688 -4.673 -0.231
C -2.018 -4.220 -1.353
C -1.558 -2.916 -1.378
N -1.735 -2.085 -0.345
H -2.107 2.547 3.082
H -1.584 2.138 1.463
H -3.832 -0.673 5.833
H -4.030 -2.299 5.233
H -3.402 -4.107 1.736
H -3.068 -5.685 -0.190
H -1.850 -4.858 -2.208
H -1.033 -2.518 -2.234
F 5.524 0.193 -5.226
C 4.591 0.146 -4.286
C 3.261 0.229 -4.663
C 2.292 0.176 -3.677
C 2.675 0.044 -2.345
C 4.019 -0.032 -1.980
C 4.990 0.017 -2.964
Sb 1.333 -0.057 -0.760
C 1.842 1.475 0.543
C 1.750 1.356 1.928
C 2.163 2.396 2.740
C 2.643 3.551 2.144
F 3.039 4.551 2.923
C 2.726 3.704 0.769
C 2.317 2.654 -0.033
C 1.615 -1.918 0.152
C 1.111 -2.198 1.423
C 1.322 -3.435 2.002
C 2.026 -4.390 1.283
F 2.226 -5.580 1.836
C 2.518 -4.151 0.012
C 2.300 -2.906 -0.556
H 3.005 0.334 -5.708
H 1.248 0.243 -3.957
H 4.323 -0.126 -0.944
H 6.043 -0.038 -2.725
H 1.381 0.452 2.393
H 2.134 2.327 3.819
H 3.109 4.625 0.354
H 2.380 2.762 -1.109
H 0.547 -1.456 1.976
H 0.961 -3.672 2.994
H 3.058 -4.929 -0.509
H 2.685 -2.710 -1.550
C -3.288 3.468 -0.095
Si -1.970 2.939 -1.302
C -0.943 4.398 -1.812
C -2.782 2.087 -2.750
O -0.879 1.853 -0.583
H -3.930 4.199 -0.594
H -2.899 3.969 0.793
H -3.938 2.656 0.236
H -1.595 5.153 -2.258
H -0.179 4.149 -2.548
H -0.451 4.858 -0.952
H -3.386 2.801 -3.314
H -3.460 1.291 -2.426
H -2.061 1.653 -3.446
*
```

Values from the calculation:
* energy relative to the best compared isomer or geometry (same formula, charge and spin): 0.0 kJ/mol
* HOMO: -0.534 Eh
* total energy: -67779.6505 eV
* gap between HOMO and LUMO: 6.567 eV

=====

(3)
Computed, not measured: a structure of composition C19H25FeIN5O2P2, with ωB97M-V with the def2-TZVPD basis set.

ORCA input file:
```
! wB97M-V def2-TZVPD RIJCOSX def2/J DEFGRID3
* xyz 2 6
Fe 0.731 -0.438 -0.297
N 0.055 -2.336 -4.025
C 0.612 -1.271 -3.468
N 0.759 -1.500 -2.167
C 0.226 -2.750 -2.007
N -0.208 -3.290 -3.111
C 0.139 -3.326 -0.671
C -0.429 -4.560 -0.392
N -0.550 -4.992 0.855
C -0.090 -4.203 1.819
C 0.498 -2.978 1.548
N 0.609 -2.534 0.297
H -0.175 -2.491 -4.997
H 0.917 -0.394 -4.015
H -0.789 -5.195 -1.192
H -0.198 -4.550 2.839
H 0.892 -2.361 2.338
C 2.489 -0.500 3.266
P 1.698 0.365 1.882
C 0.278 1.216 2.631
C 2.886 1.695 1.470
C 2.458 2.499 0.242
P 2.092 1.424 -1.188
C 1.460 2.558 -2.450
C 3.704 0.860 -1.801
H 1.777 -1.148 3.774
H 2.826 0.260 3.974
H 3.344 -1.090 2.938
H 0.619 1.829 3.468
H -0.431 0.472 2.999
H -0.241 1.840 1.904
H 3.865 1.235 1.311
H 2.973 2.341 2.346
H 3.238 3.203 -0.056
H 1.559 3.082 0.452
H 2.206 3.336 -2.618
H 0.528 3.012 -2.118
H 1.278 2.036 -3.389
H 4.379 1.712 -1.897
H 3.577 0.400 -2.781
H 4.149 0.119 -1.138
I -7.218 3.360 0.111
C -5.502 2.198 0.183
C -5.519 0.986 0.867
C -4.374 0.213 0.913
C -3.212 0.646 0.275
C -3.205 1.861 -0.410
C -4.347 2.639 -0.456
C -2.019 -0.205 0.364
O -1.949 -1.243 0.979
O -0.921 0.264 -0.306
H -6.422 0.652 1.359
H -4.370 -0.731 1.440
H -2.306 2.193 -0.911
H -4.346 3.582 -0.984
*
```

Values from the calculation:
* energy relative to the best compared isomer or geometry (same formula, charge and spin): 0.0 kJ/mol
* HOMO (spin up / spin down): -0.475 / -0.475 Eh
* total energy: -92706.9752 eV
* gap between HOMO and LUMO (spin up / spin down): 6.713 / 5.189 eV

=====

(4)
Computed, not measured: the molecule C2H4N3P in a non-equilibrium geometry, with ωB97M-V with the def2-TZVPD basis set.

ORCA input file:
```
! wB97M-V def2-TZVPD RIJCOSX def2/J DEFGRID3
* xyz 0 1
C -0.290 -1.320 0.789
C -0.483 0.186 -1.319
N -0.597 -0.580 -0.419
N 0.481 -1.115 1.691
N 1.480 -0.371 1.882
P 0.074 1.670 -2.231
H -1.057 -2.121 0.895
H 1.884 -0.459 2.852
H -0.434 2.367 -1.171
H -1.058 1.745 -2.971
*
```

Values from the calculation:
* SMILES: [H]/N=N/C=N\C#[PH2]
* energy relative to the best compared isomer or geometry (same formula, charge and spin): 485.8 kJ/mol
* HOMO (spin up / spin down): -0.260 / -0.260 Eh
* total energy: -15892.0917 eV
* gap between HOMO and LUMO (spin up / spin down): 6.547 / 6.546 eV